1.
Computed, not measured: a gas-phase ion, C13H26NO5 (charge -1) at a distorted geometry, with the ωB97M-V functional and the def2-TZVPD basis.

Structure (XYZ):
```
45
Properties=species:S:1:pos:R:3:forces:R:3
O 0.4102 -2.6015 0.7208 0.441 0.520 0.595
O 3.2686 -0.9216 -1.3842 0.290 0.504 -0.341
O 1.1632 1.0821 -1.9280 -0.606 0.444 -1.193
O 0.6721 2.0201 2.4758 -0.378 -0.494 -1.677
O 1.6226 3.7665 1.5210 0.117 0.325 -0.923
N 1.2077 1.0851 -0.5183 1.037 -0.247 1.167
C -2.8939 -1.0201 0.0551 1.140 0.175 -0.419
C -2.4782 0.7495 -1.7093 1.034 -0.213 -0.890
C 1.8014 -2.8740 0.8787 0.246 -0.354 -0.240
C 0.9770 2.7021 1.4494 0.583 0.114 1.776
C -1.5057 -1.8715 2.0908 0.894 -0.215 -0.416
C -1.8815 -0.5709 -1.0907 -1.372 -0.318 0.332
C -1.0643 2.0919 0.0986 0.531 0.888 -0.594
C -1.7166 2.0733 -1.3340 -0.910 0.246 0.332
C 2.6652 1.2150 -0.2132 0.504 -0.452 -0.640
C 0.5087 2.2716 0.0107 -1.713 0.160 -0.015
C -2.4228 -2.2664 0.8790 -1.084 0.679 0.688
C 3.5801 0.4784 -1.2333 0.977 0.429 0.591
C -0.0227 -1.5961 1.6588 -0.386 0.500 0.527
H 1.8997 -3.7747 1.5453 0.210 0.762 -0.417
H 2.2513 -3.0918 -0.1199 -0.458 0.082 0.737
H -1.9024 -0.9718 2.6273 0.288 -0.600 -0.597
H 0.5620 0.3762 -2.2141 0.207 0.088 0.579
H -3.5587 0.8266 -1.4487 0.733 -0.056 -0.068
H -0.8385 -0.4721 -0.7181 -0.705 0.077 -0.183
H -3.8636 -1.1885 -0.4804 0.646 -0.040 0.625
H 0.6190 -1.6264 2.5791 -0.482 0.002 -0.702
H 0.6540 3.1143 -0.7198 0.250 -0.496 0.778
H 2.3696 -2.0050 1.2922 -0.502 -0.635 -0.238
H 0.1134 -0.5760 1.2184 -0.108 -0.759 0.280
H -3.3502 -2.7051 1.3390 0.743 0.089 -0.499
H -2.4839 2.8938 -1.3622 0.591 -0.620 -0.050
H 2.8739 0.7798 0.7893 -0.396 0.530 -0.525
H -1.4155 3.0289 0.6037 0.303 -0.790 -0.262
H -1.9047 -1.4018 -1.8453 0.187 0.711 0.497
H 4.0217 -1.2741 -1.8836 -0.463 -0.065 0.211
H -1.9658 -3.0127 0.1960 -0.125 0.389 0.631
H 3.6653 1.0118 -2.2142 -0.530 -0.521 0.679
H -1.4506 -2.6754 2.8673 -0.294 0.323 -0.756
H -2.4293 0.6366 -2.8267 -0.226 0.221 0.824
H -3.0212 -0.1429 0.7368 -0.100 -0.683 -0.405
H 4.6199 0.5160 -0.7967 -0.807 0.241 -0.186
H -0.9687 2.3680 -2.1106 -0.486 -0.519 0.671
H -1.3673 1.2584 0.7640 0.383 0.387 -0.524
H 2.9796 2.2940 -0.2458 -0.207 -0.811 0.238
```
Positions in Å, forces in eV/Å.

Results
Charge = -1
E_HOMO = -4.2 eV
SMILES = COCCCCCCCC[C@@H](C(=O)[O-])N(O)CCO
Relative energy (zero: lowest compared OMol25 entry of this formula, charge and spin) = 0.0 kJ/mol
HOMO-LUMO gap = 7.1 eV

2.
Computed, not measured: a gas-phase ion, C3H8N2OS (charge -1) at a distorted geometry, with the ωB97M-V functional and the def2-TZVPD basis.

Structure (XYZ):
```
15
Properties=species:S:1:pos:R:3:forces:R:3
S -2.4616 1.6573 1.4685 -1.060 -0.548 0.009
O 1.7911 -1.9338 -1.5253 0.092 -0.549 0.200
N 2.3166 -0.0389 -0.3636 -1.095 0.182 0.100
N 0.1727 -1.0298 -0.1786 1.695 0.167 -1.033
C 1.4447 -1.0343 -0.7840 0.158 0.538 0.731
C -1.5388 0.1445 1.0207 1.177 0.928 0.766
C -0.6085 0.2199 -0.1848 -1.166 -0.979 -0.316
H 0.0158 1.1158 -0.2460 -0.068 -0.154 0.328
H -1.2531 0.1984 -1.0735 0.230 0.409 -0.033
H -2.1408 -0.7514 0.8832 -0.445 0.254 0.274
H -0.2149 -1.8563 -0.6077 -1.039 0.216 0.019
H -1.8435 2.5643 0.7296 0.545 0.276 -0.548
H 1.9766 0.9193 -0.4771 0.456 -0.233 0.343
H -0.9261 0.0564 1.9193 0.136 -0.728 -0.254
H 3.2698 -0.2313 -0.5807 0.384 0.221 -0.586
```
Positions in Å, forces in eV/Å.

Results
Multiplicity = 2
⟨S²⟩ = 0.75
Charge = -1
E_HOMO (alpha / beta) = 0.9 / -5.6 eV
Relative energy (zero: lowest compared OMol25 entry of this formula, charge and spin) = 29.0 kJ/mol
HOMO-LUMO gap (alpha / beta) = 2.4 / 9.2 eV

3.
Computed, not measured: C3H9NO in the gas phase at a distorted geometry, with the ωB97M-V functional and the def2-TZVPD basis.

Structure (XYZ):
```
14
Properties=species:S:1:pos:R:3:forces:R:3
O -2.5161 0.4463 -1.2910 1.540 -0.703 0.848
N 1.0161 0.3941 0.3147 2.300 0.917 3.197
C 1.8236 -0.9851 0.8148 -4.695 0.480 -1.530
C -1.0951 0.1832 -1.0656 0.702 -0.583 -2.990
C -0.4561 0.5563 0.2559 -0.632 -3.771 1.441
H 2.5311 -1.0490 0.0319 1.395 -0.016 -0.022
H 1.3269 1.0554 1.1371 -0.768 -1.361 -2.416
H -0.5240 0.5055 -1.9955 -0.400 0.817 1.282
H -2.6925 1.3316 -0.9838 -0.093 0.486 0.076
H -0.8275 1.4905 0.5658 0.259 1.625 0.402
H 1.1150 -1.8641 0.5757 0.913 1.253 0.735
H 2.1190 -1.0124 1.8788 0.007 0.340 -0.796
H -0.9146 -0.8754 -1.2563 -0.701 -0.404 0.556
H -0.9059 -0.1770 1.0175 0.173 0.922 -0.783
```
Positions in Å, forces in eV/Å.

Results
E_HOMO = -9.1 eV
SMILES = CNCCO
Relative energy (zero: lowest compared OMol25 entry of this formula, charge and spin) = 272.1 kJ/mol
HOMO-LUMO gap = 10.0 eV

4.
Computed, not measured: C4H8N2O3 in the gas phase at a distorted geometry, with the ωB97M-V functional and the def2-TZVPD basis.

Structure (XYZ):
```
17
Properties=species:S:1:pos:R:3:forces:R:3
O -2.2744 1.3395 -0.1514 -0.069 -0.686 -0.934
O 0.9120 0.0253 2.6008 0.685 -0.264 0.409
O 0.0704 1.7542 1.3706 1.098 -1.557 1.177
N 1.3580 -1.4351 0.5318 -0.316 -1.300 1.123
N -0.8749 1.3490 -1.9150 0.954 -1.773 -0.567
C 0.5565 0.6367 1.5135 -1.747 2.872 -2.795
C -1.4384 0.7631 -0.8280 0.158 0.866 2.006
C -0.7505 -0.4903 -0.3079 -1.507 -0.135 1.251
C 0.6577 -0.2267 0.2294 -0.096 -0.069 -1.049
H 1.3678 -0.7542 2.1764 -0.167 -0.454 0.695
H -1.4393 -0.9345 0.4354 0.422 0.540 0.131
H -0.3782 0.7781 -2.6031 -0.388 0.454 0.461
H 0.9608 -2.3528 0.5391 -1.161 0.042 -0.132
H -0.7556 -1.2486 -1.0384 0.584 -0.860 -1.387
H -1.3716 2.1227 -2.2419 -0.657 1.358 -0.690
H 1.1036 0.2821 -0.6503 0.401 0.233 1.086
H 2.2964 -1.6082 0.3390 1.806 0.736 -0.783
```
Positions in Å, forces in eV/Å.

Results
E_HOMO = -9.5 eV
SMILES = NC(=O)C[C@H](N)C(=O)O
Relative energy (zero: lowest compared OMol25 entry of this formula, charge and spin) = 106.4 kJ/mol
HOMO-LUMO gap = 10.0 eV

> What is the formula in the second record?

C3H8N2OS

> relative energy (zero: lowest compared OMol25 entry of this formula, charge and spin) of number 2 (C3H8N2OS)?

29.0 kJ/mol

> relative energy (zero: lowest compared OMol25 entry of this formula, charge and spin) of number 2 (C3H8N2OS)?

29.0 kJ/mol

> relative energy (zero: lowest compared OMol25 entry of this formula, charge and spin) of number 4 (C4H8N2O3)?

106.4 kJ/mol